--- w ---
Entry from the OMol25 dataset: 4 unconnected molecules or ions with the total composition H8O4 (wB97M-V/def2-TZVPD).

E_HOMO (eV): -10.960
Total charge: 0
SMILES string: O.O.O.O
Gap between HOMO and LUMO (eV): 11.1

Last column: Mulliken charge in e.
Cartesian coordinates (Å):
O -3.00 -0.81 -0.80  -0.651
H -2.94 -1.13 -1.70  0.301
H -2.26 -1.23 -0.34  0.355
O 2.25 1.67 1.78  -0.645
H 1.81 1.58 0.93  0.354
H 1.54 1.78 2.42  0.319
O -0.47 -1.52 0.50  -0.682
H -0.08 -0.66 0.27  0.421
H 0.23 -2.17 0.40  0.295
O 0.90 0.77 -0.77  -0.732
H 0.46 1.39 -1.37  0.332
H 1.57 0.33 -1.31  0.333

***

--- x ---
Entry from the OMol25 dataset: 4 unconnected molecules or ions with the total composition H8O4 (wB97M-V/def2-TZVPD).

E_HOMO (eV): -11.269
Total charge: 0
SMILES string: O.O.O.O
Gap between HOMO and LUMO (eV): 11.5

Last column: Mulliken charge in e.
Cartesian coordinates (Å):
O 11.69 -20.69 14.98  -0.705
H 11.08 -21.08 14.38  0.416
H 12.30 -21.41 15.17  0.298
O 12.32 -19.06 12.79  -0.637
H 12.27 -19.26 13.76  0.374
H 11.39 -19.05 12.66  0.270
O 9.68 -21.67 13.26  -0.710
H 9.79 -21.46 12.33  0.331
H 9.18 -20.98 13.66  0.337
O 9.81 -19.35 16.51  -0.642
H 10.61 -19.72 16.15  0.366
H 9.83 -18.59 15.92  0.302

***

Q: Which of them is the most stable? A: w.

***

--- w ---
Entry from the OMol25 dataset: a molecular structure, H8O4 (wB97M-V/def2-TZVPD).

E_HOMO (eV): -9.172
Total charge: 0
Gap between HOMO and LUMO (eV): 8.8

Last column: Mulliken charge in e.
Cartesian coordinates (Å):
O -15.12 -21.38 -16.46  -0.788
H -14.30 -20.89 -16.55  0.459
H -15.28 -21.39 -15.51  0.270
O -12.66 -19.31 -14.00  -0.655
H -12.12 -19.39 -13.21  0.277
H -12.02 -19.16 -14.71  0.350
O -11.64 -18.97 -15.95  -0.612
H -10.82 -18.78 -15.50  0.364
H -11.61 -18.43 -16.75  0.278
O -13.50 -20.01 -16.42  -0.670
H -12.62 -19.65 -16.28  0.510
H -14.07 -19.24 -16.46  0.217

***

--- x ---
Entry from the OMol25 dataset: 4 unconnected molecules or ions with the total composition H8O4 (wB97M-V/def2-TZVPD).

E_HOMO (eV): -10.890
Total charge: 0
SMILES string: O.O.O.O
Gap between HOMO and LUMO (eV): 11.2

Last column: Mulliken charge in e.
Cartesian coordinates (Å):
H 1.70 -0.27 0.45  0.391
H 0.66 -1.45 0.19  0.251
H -1.51 -0.60 -0.84  0.289
H -0.99 -2.02 -0.59  0.278
H 3.65 0.82 -0.92  0.295
H 2.99 1.61 0.01  0.313
H -2.05 1.17 -0.47  0.276
H -3.26 0.96 0.40  0.347
O 1.20 -0.96 0.89  -0.607
O -1.75 -1.43 -0.50  -0.561
O 2.89 0.76 -0.42  -0.656
O -2.49 1.61 0.25  -0.617

***

Q: Which of them is the most stable? A: x.

***

--- w ---
Entry from the OMol25 dataset: 4 unconnected molecules or ions with the total composition H8O4 (wB97M-V/def2-TZVPD).

E_HOMO (eV): -9.879
Total charge: 0
SMILES string: O.O.O.O
Gap between HOMO and LUMO (eV): 10.3

Last column: Mulliken charge in e.
Cartesian coordinates (Å):
O 0.41 0.08 -0.60  -0.784
H 0.96 0.81 -0.90  0.398
H -0.42 0.49 -0.36  0.361
O -1.65 0.11 0.41  -0.725
H -2.36 0.00 -0.22  0.333
H -1.98 -0.29 1.21  0.284
O 2.34 1.07 -0.53  -0.663
H 2.22 1.98 -0.25  0.332
H 2.68 0.63 0.25  0.341
O -0.57 -1.99 0.32  -0.643
H -1.29 -1.68 0.86  0.235
H -0.32 -1.22 -0.20  0.532

***

--- x ---
Entry from the OMol25 dataset: 4 unconnected molecules or ions with the total composition H8O4 (wB97M-V/def2-TZVPD).

E_HOMO (eV): -10.513
Total charge: 0
SMILES string: O.O.O.O
Gap between HOMO and LUMO (eV): 10.8

Last column: Mulliken charge in e.
Cartesian coordinates (Å):
O -1.01 1.69 2.71  -0.650
H -0.86 1.60 1.75  0.402
H -1.71 1.08 2.82  0.299
O 1.71 -0.32 -1.30  -0.692
H 2.35 -0.88 -0.83  0.344
H 1.56 -0.77 -2.14  0.323
O -0.21 -2.08 -0.30  -0.602
H -0.43 -2.83 -0.85  0.304
H 0.12 -1.41 -0.86  0.336
O -0.68 1.11 -0.04  -0.700
H 0.19 0.99 -0.37  0.326
H -1.03 1.80 -0.61  0.310

***

Q: Which of them is the most stable? A: x.

***

--- w ---
Entry from the OMol25 dataset: 4 unconnected molecules or ions with the total composition H8O4 (wB97M-V/def2-TZVPD).

E_HOMO (eV): -10.431
Total charge: 0
SMILES string: O.O.O.O
Gap between HOMO and LUMO (eV): 10.6

Last column: Mulliken charge in e.
Cartesian coordinates (Å):
O -1.60 1.18 2.34  -0.669
H -1.07 0.71 1.57  0.440
H -0.97 1.45 2.99  0.270
O 1.84 -2.46 -0.38  -0.601
H 1.47 -1.83 0.12  0.322
H 1.18 -2.84 -0.90  0.292
O 0.29 0.16 0.55  -0.765
H 0.03 0.35 -0.33  0.412
H 1.04 0.78 0.57  0.339
O -0.77 0.84 -1.80  -0.679
H -1.12 0.19 -2.50  0.331
H -0.31 1.48 -2.23  0.308

***

--- x ---
Entry from the OMol25 dataset: 4 unconnected molecules or ions with the total composition H8O4 (wB97M-V/def2-TZVPD).

E_HOMO (eV): -11.431
Total charge: 0
SMILES string: O.O.O.O
Gap between HOMO and LUMO (eV): 12.3

Last column: Mulliken charge in e.
Cartesian coordinates (Å):
O 4.56 -6.33 -2.08  -0.650
H 5.26 -5.69 -2.23  0.334
H 4.94 -7.13 -1.67  0.320
H -9.05 5.69 0.20  0.319
O -9.82 6.20 0.41  -0.646
H -10.69 5.75 0.27  0.327
O 5.73 -2.89 -2.18  -0.655
H 5.68 -2.82 -3.13  0.321
H 4.83 -2.73 -1.84  0.330
O -0.52 3.08 3.95  -0.635
H -0.18 3.35 3.09  0.321
H 0.01 3.54 4.58  0.314

***

Q: Which of them is the most stable? A: x.

***

--- w ---
Entry from the OMol25 dataset: C2H3F2NO in the gas phase (wB97M-V/def2-TZVPD).

E_HOMO (eV): -10.277
Total charge: 0
SMILES string: NC(=O)C(F)F
Gap between HOMO and LUMO (eV): 11.1

Last column: Mulliken charge in e.
Cartesian coordinates (Å):
C -0.44 0.53 0.31  0.444
C 0.86 -0.47 0.59  0.293
N -1.11 0.19 -0.78  -0.447
O -0.59 1.48 1.00  -0.543
F 0.62 -1.69 1.01  -0.224
F 1.41 -0.61 -0.65  -0.262
H 1.64 0.11 1.33  0.194
H -0.78 -0.47 -1.52  0.271
H -1.60 0.95 -1.30  0.273

***

--- x ---
Entry from the OMol25 dataset: 2 unconnected molecules or ions with the total composition C2H3F2NO (wB97M-V/def2-TZVPD).

E_HOMO (spin up / spin down) (eV): -8.492 / -8.073
Total charge: 0
Gap between HOMO and LUMO (spin up / spin down) (eV): 9.0 / 8.1

Last column: Mulliken charge in e.
Cartesian coordinates (Å):
C 2.39 -0.77 0.73  -0.036
C -0.91 -0.83 -0.14  0.524
N -1.21 0.38 -0.69  -0.567
O 1.71 -1.29 -0.09  -0.242
F -1.20 -1.98 -0.87  -0.288
F -1.17 -1.20 1.15  -0.230
H 3.46 -0.54 0.64  0.276
H -2.26 0.46 -0.75  0.255
H -0.92 0.38 -1.67  0.309

***

Q: Which of them is the most stable? A: w.

***

--- w ---
Entry from the OMol25 dataset: 2 unconnected molecules or ions with the total composition C11H15N (wB97M-V/def2-TZVPD).

E_HOMO (eV): -7.996
Total charge: 0
SMILES string: Cc1c[nH]c2ccccc12.CC
Gap between HOMO and LUMO (eV): 8.9

Last column: Mulliken charge in e.
Cartesian coordinates (Å):
C 2.32 1.69 0.60  -1.516
C 0.26 0.47 1.30  0.655
C 1.53 0.44 0.65  0.886
C -0.13 -0.88 1.33  0.145
C 1.86 -0.83 0.37  -0.971
C -0.64 1.42 1.86  -0.516
C -1.50 -1.34 1.46  -0.725
C -1.90 0.96 2.21  -0.388
C -2.29 -0.38 2.03  -0.552
N 0.85 -1.72 0.80  -0.135
H -0.30 2.38 2.20  0.368
H 1.84 2.62 0.27  0.314
H 3.27 1.60 0.03  0.386
H 2.84 -1.12 0.04  0.393
H 0.68 -2.64 0.46  0.250
H -1.76 -2.37 1.28  0.385
H -2.61 1.68 2.63  0.358
H -3.34 -0.62 2.15  0.338
H 2.81 1.93 1.57  0.333
C -0.03 -0.01 -3.33  -0.979
C -0.90 -0.83 -2.40  -0.624
H 0.95 -0.49 -3.56  0.256
H -0.43 0.26 -4.31  0.332
H 0.30 1.00 -3.09  0.292
H -1.49 -0.33 -1.61  0.147
H -0.34 -1.72 -2.05  0.165
H -1.84 -1.16 -2.87  0.405

***

--- x ---
Entry from the OMol25 dataset: 2 unconnected molecules or ions with the total composition C11H15N (wB97M-V/def2-TZVPD).

E_HOMO (eV): -7.787
Total charge: 0
SMILES string: Cc1c[nH]c2ccccc12.CC
Gap between HOMO and LUMO (eV): 8.7

Last column: Mulliken charge in e.
Cartesian coordinates (Å):
C 0.27 3.31 0.96  -1.446
C 0.95 0.95 0.09  1.388
C 0.31 1.82 1.02  0.432
C 1.01 -0.35 0.67  -0.509
C -0.08 1.04 2.08  -0.761
C 1.66 1.17 -1.11  -0.655
C 2.02 0.02 -1.81  -0.443
C 1.91 -1.27 -1.31  -0.627
C 1.50 -1.47 -0.01  -0.608
N 0.33 -0.26 1.87  -0.026
H 1.84 2.20 -1.37  0.416
H 2.54 0.12 -2.75  0.375
H 2.34 -2.07 -1.88  0.419
H -0.15 3.71 0.04  0.316
H 1.32 3.60 1.09  0.324
H -0.57 1.29 3.01  0.385
H -0.08 -0.97 2.44  0.212
H 1.46 -2.42 0.51  0.436
H -0.30 3.83 1.73  0.373
C -2.52 -2.52 -0.61  -0.969
C -2.14 -1.05 -0.65  -0.469
H -3.31 -2.70 0.11  0.308
H -2.70 -2.87 -1.63  0.304
H -1.65 -3.15 -0.41  0.262
H -1.73 -0.74 0.31  0.009
H -2.91 -0.38 -1.03  0.409
H -1.31 -0.86 -1.35  0.145

***

Q: Which of them is the most stable? A: x.